(1)
A cluster of 2 separate species, C20H24N4O4S2 in total, computed with wB97M-V/def2-TZVPD.

E_HOMO: -8.1 eV
E_LUMO: -0.73 eV
Orbital gap: 7.35 eV
E: -56932.569 eV
Charge: 0
ΔE to the lowest compared entry with this formula, charge and spin: 456.05 kcal per mole

Each line ends with the Mulliken charge.
Geometry (Å):
O -0.440 2.033 3.738  -0.646
C 0.404 1.416 3.090  0.688
N 1.096 1.801 1.904  0.435
C 2.182 1.300 1.397  -1.047
H 2.510 0.680 2.031  0.717
C 3.161 2.409 1.309  -0.558
O 2.582 3.375 0.642  -0.394
C 1.575 4.139 1.083  -0.726
H 1.214 4.922 0.475  0.415
C 0.430 2.943 1.289  -1.354
H -0.163 3.328 1.889  0.802
H 0.272 2.690 0.379  0.434
H 1.651 4.554 2.064  0.398
H 4.170 2.011 0.631  0.196
H 3.567 2.931 2.162  0.413
H 1.940 0.760 0.604  0.632
C 0.790 0.172 3.963  -0.917
H 0.199 -0.056 4.812  0.403
H 2.022 0.408 4.239  0.309
S 1.202 -1.383 2.984  -0.205
C -0.149 -0.947 1.798  0.871
N -0.937 -0.266 2.218  -0.262
C -1.926 0.020 1.180  0.499
C -2.942 0.920 1.556  -0.914
C -3.837 1.495 0.408  -0.822
C -4.068 0.516 -0.738  0.045
C -3.315 -0.403 -0.914  -0.927
C -1.937 -0.655 -0.114  0.862
N -1.135 -1.630 -0.204  -0.289
C -0.216 -1.826 0.552  -0.220
S 1.268 -2.770 0.085  -0.167
C 0.942 -2.600 -1.681  -0.859
H 1.801 -3.356 -2.123  0.427
C 0.929 -1.232 -2.070  0.561
O 1.352 -0.378 -1.305  -0.549
N 0.926 -1.087 -3.460  0.138
C 0.174 -1.793 -4.448  -0.808
H 0.308 -3.222 -3.940  0.266
C -1.261 -1.603 -4.544  0.150
O -1.306 -0.313 -4.865  -0.347
C -0.986 0.475 -4.048  -0.789
H -0.937 1.467 -4.271  0.497
C 0.575 0.370 -3.726  -0.814
H 0.882 1.016 -2.983  0.604
H 1.228 0.590 -4.716  0.267
H -1.516 0.535 -3.221  0.465
H -1.878 -2.271 -5.374  0.245
H -2.015 -1.824 -3.684  -0.050
H 0.788 -1.725 -5.389  0.273
H 0.085 -3.168 -1.782  0.443
H -3.143 -0.970 -1.900  -0.210
H -4.839 0.761 -1.400  0.481
H -4.736 2.053 0.506  0.390
H -3.022 1.502 2.362  0.547

---

(2)
The molecule C20H24N6O, computed with wB97M-V/def2-TZVPD.

SMILES: Cn1cc(CN2CCC[C@@H](C(=O)Nc3cccc(-n4cccn4)c3)C2)cn1
E_HOMO: -8.3 eV
E_LUMO: 0.69 eV
Orbital gap: 8.97 eV
E: -32117.622 eV
Charge: 0
ΔE to the lowest compared entry with this formula, charge and spin: 21.48 kcal per mole

Each line ends with the Mulliken charge.
Geometry (Å):
C -0.164 3.574 -0.725  -0.853
N -1.049 2.601 -0.153  0.930
C -1.254 1.332 -0.560  -1.130
C -2.186 0.776 0.295  0.407
C -2.478 1.813 1.197  -0.538
N -1.783 2.898 0.912  -1.081
H -3.155 1.796 2.026  0.557
C -2.761 -0.602 0.272  -0.401
N -2.909 -1.126 1.619  0.041
C -1.676 -1.260 2.351  -1.764
H -1.940 -1.383 3.407  0.484
C -0.805 -2.480 1.950  0.726
C -0.168 -2.360 0.571  -0.050
O -0.318 -3.177 -0.311  -0.649
N 0.646 -1.262 0.462  0.159
C 1.369 -0.818 -0.642  0.159
C 2.043 0.395 -0.524  0.109
C 2.782 0.894 -1.587  0.452
C 2.853 0.187 -2.783  -0.569
C 2.185 -1.019 -2.890  -1.087
C 1.447 -1.529 -1.838  -0.720
H 0.930 -2.468 -1.935  0.568
H 2.234 -1.573 -3.816  0.366
H 3.406 0.577 -3.622  0.383
N 3.436 2.121 -1.429  0.582
C 4.497 2.603 -2.118  -0.063
C 4.789 3.838 -1.596  -0.881
C 3.837 4.026 -0.583  -0.283
N 3.036 2.986 -0.492  -0.902
H 3.707 4.866 0.070  0.451
H 5.569 4.508 -1.894  0.419
H 4.978 2.044 -2.895  0.382
H 1.998 0.967 0.390  0.427
H 0.691 -0.647 1.262  0.220
C -1.659 -3.749 2.044  -1.353
C -2.954 -3.590 1.251  -0.437
C -3.702 -2.335 1.713  -1.083
H -3.986 -2.452 2.765  0.435
H -4.615 -2.197 1.129  0.443
H -2.718 -3.514 0.189  0.289
H -3.588 -4.466 1.394  0.404
H -1.895 -3.938 3.094  0.483
H -1.093 -4.599 1.659  0.394
H 0.022 -2.544 2.667  0.445
H -1.120 -0.324 2.256  0.667
H -3.765 -0.565 -0.166  0.555
H -2.138 -1.238 -0.378  0.300
H -0.749 0.922 -1.411  0.637
H -0.407 4.539 -0.286  0.312
H 0.882 3.334 -0.506  0.371
H -0.301 3.618 -1.806  0.283

---

(3)
The molecule C20H24N6O4, computed with wB97M-V/def2-TZVPD.

SMILES: C/C(=N\NC(=O)c1c([N+](=O)[O-])c(C)nn1C)c1ccc(NC(=O)C2CCCC2)cc1
E_HOMO: -8.1 eV
E_LUMO: -0.16 eV
Orbital gap: 7.98 eV
E: -38257.604 eV
Charge: 0
ΔE to the lowest compared entry with this formula, charge and spin: 90.90 kcal per mole

Each line ends with the Mulliken charge.
Geometry (Å):
C -2.373 -3.901 0.373  -2.014
C -2.209 -2.454 0.005  1.022
N -3.164 -1.611 -0.096  -0.001
N -4.450 -1.920 0.145  -0.375
C -5.394 -0.952 0.220  -0.136
O -6.575 -1.207 0.368  -0.669
C -4.879 0.431 0.064  -0.724
N -5.480 1.342 -0.716  0.799
N -4.837 2.506 -0.724  -1.117
C -3.791 2.389 0.069  0.389
C -3.764 1.079 0.614  1.506
N -2.863 0.595 1.579  1.119
O -3.187 -0.380 2.229  -0.640
O -1.820 1.204 1.729  -0.641
C -2.849 3.503 0.315  -1.082
H -2.747 3.682 1.383  0.314
H -1.861 3.242 -0.062  0.200
H -3.210 4.399 -0.180  0.369
C -6.654 1.167 -1.524  -0.903
H -7.123 2.141 -1.649  0.320
H -7.334 0.476 -1.029  0.353
H -6.385 0.773 -2.506  0.296
H -4.751 -2.871 0.360  0.229
C -0.872 -1.903 -0.213  0.510
C 0.271 -2.517 0.297  -1.033
C 1.519 -1.947 0.143  -0.670
C 1.656 -0.737 -0.531  0.982
C 0.517 -0.116 -1.047  -0.721
C -0.723 -0.689 -0.890  -0.609
H -1.600 -0.206 -1.292  0.425
H 0.613 0.826 -1.569  0.314
N 2.883 -0.102 -0.711  -0.081
C 4.136 -0.524 -0.357  0.208
O 4.376 -1.593 0.151  -0.678
C 5.195 0.532 -0.667  0.154
H 5.024 0.892 -1.686  0.501
C 5.087 1.695 0.346  -0.790
H 5.274 2.644 -0.161  0.352
C 6.202 1.422 1.352  -0.642
C 7.333 0.904 0.471  -0.592
C 6.616 -0.034 -0.502  -0.985
H 6.537 -1.032 -0.068  0.287
H 7.135 -0.116 -1.455  0.346
H 7.790 1.735 -0.070  0.290
H 8.109 0.394 1.038  0.344
H 5.889 0.642 2.047  0.281
H 6.476 2.310 1.920  0.365
H 4.107 1.746 0.820  0.385
H 2.821 0.808 -1.149  0.222
H 2.390 -2.430 0.551  0.517
H 0.193 -3.437 0.853  0.369
H -1.546 -4.491 -0.010  0.458
H -2.407 -4.003 1.459  0.341
H -3.298 -4.306 -0.038  0.539

---

(4)
A structure of composition C20H25AgN8OP, computed with wB97M-V/def2-TZVPD.

E_HOMO: -11.3 eV
E_LUMO: -1.87 eV
Orbital gap: 9.38 eV
E: -48397.049 eV
Charge: +1

Each line ends with the Mulliken charge.
Geometry (Å):
Ag -4.554 -15.846 7.050  0.487
C 0.490 -13.769 8.509  -0.770
N -0.450 -14.287 7.510  0.214
C -0.456 -14.085 6.170  -0.270
C -1.582 -14.715 5.649  -0.739
N -2.271 -15.243 6.724  0.112
C -1.633 -14.893 7.816  -0.069
P -2.064 -15.267 9.546  -0.485
C -2.596 -16.948 9.522  -0.151
N -3.443 -17.566 8.681  0.132
C -3.638 -18.821 9.232  -0.762
C -2.965 -18.899 10.428  -0.267
N -2.240 -17.740 10.581  0.239
C -1.320 -17.547 11.666  -0.761
C -3.680 -14.515 9.698  0.306
N -4.786 -14.757 8.968  0.285
C -5.818 -14.135 9.591  -0.819
C -5.310 -13.373 10.599  -0.506
N -3.936 -13.581 10.621  0.209
C -3.067 -12.761 11.434  -0.935
H 0.005 -13.099 9.298  0.252
H 1.307 -13.177 7.947  0.306
H 0.876 -14.628 9.054  0.344
H 0.348 -13.628 5.585  0.371
H -1.762 -14.927 4.612  0.432
H -4.280 -19.535 8.728  0.454
H -2.937 -19.749 11.134  0.368
H -0.329 -17.689 11.215  0.322
H -1.470 -18.329 12.392  0.306
H -1.438 -16.553 12.078  0.267
H -6.860 -14.263 9.312  0.523
H -5.721 -12.537 11.162  0.376
H -2.099 -13.242 11.543  0.356
H -3.587 -12.609 12.352  0.363
H -3.022 -11.826 10.893  0.347
C -7.143 -13.114 5.283  -1.110
C -7.596 -14.419 5.970  0.686
O -8.049 -14.512 7.092  -0.611
N -7.388 -15.502 5.117  -0.148
C -7.626 -16.868 5.548  -0.945
C -6.572 -17.830 5.107  0.738
C -6.786 -19.063 4.548  -0.621
C -5.741 -19.890 4.139  -0.346
C -4.408 -19.416 4.252  -0.894
C -4.291 -18.189 4.913  -0.032
N -5.302 -17.419 5.344  0.035
H -6.293 -13.286 4.605  0.343
H -6.842 -12.449 6.101  0.329
H -8.069 -12.654 4.810  0.295
H -7.199 -15.314 4.153  0.237
H -8.588 -17.291 5.197  0.327
H -7.680 -16.898 6.580  0.381
H -7.801 -19.459 4.431  0.316
H -6.094 -20.767 3.608  0.389
H -3.497 -19.880 3.958  0.454
H -3.281 -17.844 5.138  0.344

---

Question: E_LUMO of number 2 (C20H24N6O)?
Answer: 0.69 eV

---

Question: charge of number 2 (C20H24N6O)?
Answer: 0